This record from the OMol25 dataset describes a cluster of 2 separate species, C4H9O3 in total at a distorted geometry. The level of theory is the ωB97M-V functional and the def2-TZVPD basis.

LUMO level in eV: 4.224
HOMO in eV: -4.305
Charge: -1
Gap between HOMO and LUMO in Ha: 0.3134
Largest force on an atom in eV Å⁻¹: 3.575
Energy relative to the best compared isomer or geometry (same formula, charge and spin) in kcal/mol: 18.58

Last column: Mulliken charge in e.
Cartesian coordinates (Å):
C 0.855327 2.848039 -0.470668  -0.960
C 0.689856 1.310595 -0.686006  0.739
O -0.183089 0.943633 -1.515919  -0.824
O 1.472850 0.510805 -0.134319  -0.677
H 0.213785 3.331920 0.290318  0.219
H 0.558086 3.345403 -1.393510  0.270
H 1.914395 3.039755 -0.261344  0.253
C -0.520614 -2.100831 -0.045053  -0.296
C -0.597154 -1.684807 1.405179  -0.764
O -1.388892 -1.424104 -0.925613  -0.614
H 0.613208 -1.966150 -0.431312  0.148
H -0.674434 -3.136863 -0.229209  0.395
H -1.320253 -2.200975 2.092037  0.272
H -1.029002 -0.488167 -1.005367  0.414
H -0.921868 -0.607140 1.284798  0.176
H 0.317803 -1.721115 2.025991  0.248

Atomic forces in eV per Å
C 0.033 -0.103 -0.131
C 0.299 -0.655 -0.291
O -0.861 0.606 0.031
O 0.222 0.814 0.654
H 0.318 -0.699 0.021
H 0.178 -0.031 -0.178
H -0.276 0.153 0.112
C 3.182 0.054 -1.628
C -0.883 1.379 1.131
O 0.118 0.695 0.750
H -2.296 0.106 0.990
H -0.476 -1.142 0.208
H -0.012 0.240 -1.083
H -0.034 -0.612 -0.464
H 0.456 -0.969 0.800
H 0.032 0.163 -0.921